Entry 1:
2 unconnected molecules or ions with the total composition C5H14. Source: the OMol25 dataset; level of theory: the ωB97M-V functional and the def2-TZVPD basis.

XYZ file:
```
19
Properties=species:S:1:pos:R:3:forces:R:3
H -0.337 2.211 -2.503 -0.2 -0.7 -0.2
H 0.468 1.090 -0.638 1.3 -0.4 -0.8
H 1.932 -1.595 0.326 0.7 -0.1 -0.3
H 2.191 -2.980 1.406 0.3 0.2 0.5
H -1.196 1.915 1.576 -0.4 0.1 -0.3
H -1.011 0.417 -0.273 -0.5 0.1 -0.4
H -1.095 3.223 -1.421 -0.7 -0.1 0.1
H 0.739 -4.192 0.126 -0.1 0.0 -0.5
C -0.445 2.176 0.827 -0.8 0.3 0.3
C -1.064 2.164 -1.692 0.5 0.3 0.5
H -2.027 1.780 -2.006 -0.1 0.3 -0.3
H -0.513 -3.078 0.705 0.2 -0.6 0.1
C -0.538 1.373 -0.494 0.3 0.2 1.4
H 0.463 2.058 1.411 0.5 -0.1 -0.4
H -0.558 3.236 0.590 0.1 0.0 0.3
H 0.986 -1.628 1.690 -0.1 -0.6 0.5
C 1.458 -2.313 0.984 -0.6 0.5 -1.3
C 0.443 -3.150 0.162 -1.2 1.0 1.4
H 0.105 -2.706 -0.775 0.8 -0.3 -0.4
```
Positions in Å, forces in eV/Å.

- Kohn-Sham gap: 0.4495 Eh
- Total energy: -198.85911 Eh
- 2S+1: 1
- HOMO level: -11.15 eV
- Structure (SMILES): CCC.CC
- Maximum force: 2.08 eV Å⁻¹



Entry 2:
2 unconnected molecules or ions with the total composition C5H14. Source: the OMol25 dataset; level of theory: the ωB97M-V functional and the def2-TZVPD basis.

XYZ file:
```
19
Properties=species:S:1:pos:R:3:forces:R:3
H -1.611 1.479 -1.023 0.3 1.0 -0.6
C 0.275 1.271 -1.913 0.9 1.3 3.7
H -1.595 2.474 -2.598 1.3 -0.9 1.4
H -1.407 -1.635 1.317 -2.4 -0.3 0.8
H -0.472 -1.971 0.076 1.2 0.2 -0.2
H -0.105 0.340 -1.933 -0.8 -3.7 -1.1
H 0.215 0.991 0.319 -1.3 0.2 1.0
C -0.617 -2.279 1.106 3.1 2.0 0.4
H 1.588 0.343 -0.339 1.5 -2.3 -0.2
H -0.588 -3.326 1.088 -1.3 -1.4 0.2
H -0.165 -1.301 3.036 1.6 -0.2 -1.2
H 0.927 1.468 -2.732 0.5 0.4 -0.3
H 1.685 1.999 -0.083 -1.7 -0.9 -0.6
C 0.958 1.151 -0.402 1.2 3.3 -2.6
H 0.596 -2.840 2.772 0.9 0.6 -0.2
C -0.958 2.101 -1.696 -0.9 2.0 -0.1
H -0.561 3.000 -1.143 -1.2 -0.5 -0.4
C 0.473 -1.868 2.266 -3.3 -1.0 -0.1
H 1.360 -1.397 1.884 0.3 0.2 0.3
```
Positions in Å, forces in eV/Å.

- Kohn-Sham gap: 0.4437 Eh
- Total energy: -198.80882 Eh
- 2S+1: 1
- HOMO level: -11.01 eV
- Structure (SMILES): CCC.CC
- Maximum force: 4.38 eV Å⁻¹



Entry 3:
2 unconnected molecules or ions with the total composition C5H14. Source: the OMol25 dataset; level of theory: the ωB97M-V functional and the def2-TZVPD basis.

XYZ file:
```
19
Properties=species:S:1:pos:R:3:forces:R:3
H 1.176 -0.454 -0.553 -0.1 -0.3 0.1
H 1.846 3.122 1.552 -1.0 -0.3 -0.1
H -2.043 -1.948 -0.278 -2.9 1.0 -0.6
H -0.971 -1.618 -2.377 -1.0 0.1 -1.7
H -0.434 0.085 -0.440 -1.1 0.6 0.7
C 1.376 2.129 1.360 -1.3 0.6 0.8
C 0.271 -0.328 -1.158 1.0 -3.7 1.1
H -0.699 2.461 2.528 0.5 -0.3 -1.3
H -0.672 -2.129 0.470 1.9 -0.1 2.3
H 0.532 0.447 -1.785 -0.1 1.5 -2.1
H -0.663 2.879 0.742 0.5 -1.2 1.2
H -1.162 -3.491 -0.622 -0.3 1.3 0.7
H -0.633 1.000 1.527 0.9 1.6 -0.3
H 0.534 -2.478 -1.757 -0.6 0.9 0.1
H 1.824 1.818 0.414 -0.3 -0.5 0.2
C -0.305 -1.726 -1.589 1.6 1.5 2.0
H 1.580 1.477 2.206 0.7 -0.6 -0.2
C -1.130 -2.383 -0.409 1.6 -2.7 -2.4
C -0.248 2.114 1.525 0.1 0.5 -0.6
```
Positions in Å, forces in eV/Å.

- Charge: +1
- Kohn-Sham gap (alpha / beta): 0.5027 / 0.1340 Eh
- Total energy: -198.41785 Eh
- 2S+1: 2
- HOMO level (alpha / beta): -16.47 / -14.83 eV
- Maximum force: 3.95 eV Å⁻¹



Entry 4:
A molecular structure, C5H14BClLaNTi. Source: the OMol25 dataset; level of theory: the ωB97M-V functional and the def2-TZVPD basis.

XYZ file:
```
24
Properties=species:S:1:pos:R:3:forces:R:3
H 3.103 -1.203 -3.100 -0.1 0.3 -0.4
H -1.840 2.193 0.404 -0.4 -0.3 0.0
B 0.026 0.160 5.615 -0.3 -0.3 1.4
H 0.295 -2.390 1.057 -0.2 -0.6 -0.2
H -0.531 -0.530 -5.222 -0.1 0.2 0.2
H -0.833 1.185 -4.786 -0.2 -0.3 0.0
H -0.013 1.227 6.224 0.0 -0.3 0.2
C -0.259 -1.484 0.855 -0.2 -0.2 -0.8
H -2.317 0.465 -0.034 -0.1 0.4 0.2
Cl 1.752 0.926 -0.266 1.3 0.8 -0.9
C 0.179 0.533 4.171 0.7 1.2 -5.1
H -1.823 -0.144 -4.034 0.2 0.2 -0.4
C -0.811 0.155 -4.395 -1.2 0.7 -1.4
C -1.840 1.131 0.704 -0.8 0.8 -0.1
H 1.016 -0.515 5.874 -0.2 0.1 0.2
H 2.236 -1.138 -4.673 0.1 0.1 0.2
C 2.449 -0.570 -3.746 2.4 -0.3 -1.3
H -2.326 1.015 1.700 0.0 0.1 -0.5
N 0.313 0.800 3.015 0.1 -0.4 5.6
H 2.985 0.352 -4.022 0.1 -0.2 0.1
H -1.016 -0.491 5.702 0.3 0.2 0.2
La 0.503 -0.475 -2.541 -1.2 -1.0 3.5
H -1.259 -1.555 0.360 0.4 -0.5 0.4
Ti 0.011 0.353 1.140 -0.5 -0.9 -1.0
```
Positions in Å, forces in eV/Å.

- Charge: -2
- Kohn-Sham gap (alpha / beta): 0.1191 / 0.1925 Eh
- Total energy: -1619.59540 Eh
- 2S+1: 3
- HOMO level (alpha / beta): 1.64 / -0.48 eV
- Maximum force: 5.63 eV Å⁻¹



Entry 5:
A molecular structure, C5H14BrNOTi. Source: the OMol25 dataset; level of theory: the ωB97M-V functional and the def2-TZVPD basis.

XYZ file:
```
23
Properties=species:S:1:pos:R:3:forces:R:3
H -2.422 1.574 0.967 -0.1 0.2 0.3
Ti 5.280 -3.147 -4.354 -0.8 0.6 0.3
H 1.101 1.518 0.777 0.3 -0.4 -0.2
O 1.352 0.103 -1.396 -0.6 0.0 0.2
H -1.434 1.651 2.500 0.1 -0.1 -0.2
N -0.660 0.403 0.831 0.3 0.4 2.4
Br 3.201 -1.693 -3.609 0.7 -0.6 -0.3
H 1.959 -0.311 -2.013 0.3 -0.3 -0.4
H -0.145 -0.699 -2.560 -0.8 0.4 0.2
C 0.065 -0.488 -1.511 0.6 0.9 1.9
H -2.287 -0.715 1.517 0.0 -0.4 0.5
H -0.969 -1.817 1.071 0.2 0.4 -0.6
C -1.429 1.647 1.410 0.5 -1.4 -1.6
H -1.823 -0.135 -0.586 -0.8 0.9 -1.4
H -0.806 -1.014 2.566 -0.1 0.8 0.0
H -0.874 1.457 -1.056 -0.4 -0.1 0.3
H -0.030 -1.410 -0.937 0.5 -0.7 -0.3
H -0.875 2.459 0.939 -0.3 0.3 0.5
H 1.325 -0.279 0.987 0.1 0.4 -0.3
H 0.836 0.736 2.329 -0.5 0.0 0.0
C -0.897 0.432 -0.684 0.2 -2.1 -0.1
C 0.743 0.604 1.251 0.9 -0.1 0.0
C -1.210 -0.875 1.563 -0.2 0.7 -1.3
```
Positions in Å, forces in eV/Å.

- Charge: +1
- Kohn-Sham gap (alpha / beta): 0.2414 / 0.3345 Eh
- Total energy: -3752.01851 Eh
- 2S+1: 4
- HOMO level (alpha / beta): -9.60 / -12.01 eV
- Maximum force: 2.46 eV Å⁻¹



Entry 6:
A gas-phase ion, C5H14FN2 (charge +1). Source: the OMol25 dataset; level of theory: the ωB97M-V functional and the def2-TZVPD basis.

XYZ file:
```
22
Properties=species:S:1:pos:R:3:forces:R:3
H -0.928 1.402 0.293 0.0 0.0 0.4
H 0.182 -2.054 -1.666 0.5 0.0 0.8
C 0.929 1.374 -0.767 -0.8 3.0 -0.2
N 0.543 -1.472 -0.872 -1.6 -2.9 -1.5
H -1.136 -1.374 0.403 0.3 -0.3 0.9
N -0.121 0.187 2.677 1.8 2.0 1.0
C 0.698 0.634 1.638 -1.4 -2.3 -0.9
H 0.384 1.381 -1.770 1.4 -0.2 0.9
H 1.083 -0.811 -1.332 1.6 2.0 -1.0
C -0.029 0.795 0.253 -0.4 -2.1 0.6
C -1.682 -0.480 -1.411 -0.1 0.5 -0.4
H 1.450 1.383 1.850 -0.6 0.6 0.4
H 1.903 0.912 -0.650 0.2 -0.3 -0.8
H -2.161 0.504 -1.355 0.5 0.2 0.6
F 1.643 -0.480 1.314 0.2 -0.1 -0.3
H 0.241 0.274 3.640 -0.4 -0.2 -1.1
H -1.275 -0.419 -2.449 -0.5 -0.9 0.6
H 1.170 2.549 -0.544 -0.8 -2.8 -0.4
H 1.208 -2.032 -0.319 -0.8 0.4 0.6
C -0.645 -0.780 -0.332 1.1 4.5 1.2
H -2.533 -1.116 -1.173 0.1 -0.5 -1.1
H -0.925 -0.375 2.574 -0.5 -0.4 -0.4
```
Positions in Å, forces in eV/Å.

- Charge: +1
- Kohn-Sham gap: 0.3873 Eh
- Total energy: -407.99982 Eh
- 2S+1: 1
- HOMO level: -13.65 eV
- Structure (SMILES): C[C@@H]([C@@H](C)[NH3+])[C@@H](N)F
- Maximum force: 4.77 eV Å⁻¹



Entry 7:
A single C5H14N molecule. Source: the OMol25 dataset; level of theory: the ωB97M-V functional and the def2-TZVPD basis.

XYZ file:
```
20
Properties=species:S:1:pos:R:3:forces:R:3
H 0.721 1.640 -1.375 -0.3 -0.3 0.0
H -1.411 0.655 3.035 -0.3 0.2 0.1
H -1.880 -0.128 0.800 -0.1 0.2 0.1
C -0.855 -0.161 1.163 0.1 -0.3 -0.5
H 1.692 -0.403 -2.205 0.0 0.1 0.0
N -0.687 0.794 2.297 0.6 -0.3 0.0
H -0.060 2.275 -0.006 -0.2 -0.2 0.1
C 0.128 0.087 0.006 -0.5 -0.5 0.4
H -0.710 -1.160 1.572 0.1 0.1 0.1
H -1.036 1.470 -1.249 -0.1 -0.2 0.1
H -0.655 1.782 1.989 -0.3 0.2 0.1
H -0.791 -0.802 -1.709 -0.3 -0.2 -0.1
H 2.064 -1.702 -1.071 0.1 0.0 0.1
H 0.231 0.621 2.806 -0.1 0.0 -0.1
H 1.184 -2.052 -2.550 0.0 0.1 0.1
C -0.008 -1.070 -1.008 0.8 0.3 0.2
C 1.311 -1.316 -1.750 -0.4 -0.1 -0.3
H -0.269 -1.993 -0.494 -0.2 -0.1 0.0
H 1.136 0.049 0.430 0.0 0.1 -0.1
C -0.106 1.414 -0.681 0.9 0.9 -0.3
```
Positions in Å, forces in eV/Å.

- Kohn-Sham gap (alpha / beta): 0.1704 / 0.4660 Eh
- Total energy: -253.54311 Eh
- 2S+1: 2
- HOMO level (alpha / beta): -3.63 / -11.85 eV
- Maximum force: 1.35 eV Å⁻¹



Entry 8:
A gas-phase ion, C5H14N (charge +1). Source: the OMol25 dataset; level of theory: the ωB97M-V functional and the def2-TZVPD basis.

XYZ file:
```
20
Properties=species:S:1:pos:R:3:forces:R:3
H -1.018 2.525 0.478 0.2 0.2 0.1
H 1.176 1.523 -0.629 0.0 0.5 0.0
H -0.086 2.206 2.712 0.1 0.1 0.1
H -0.205 -3.036 0.090 0.3 0.1 0.1
C -0.277 -1.354 -1.291 0.3 0.5 -1.4
N 0.423 1.911 1.881 0.5 -0.4 -0.5
C 0.533 -0.481 -0.329 -0.5 -0.5 0.6
H -1.285 0.937 1.101 0.3 -0.1 0.1
H 0.219 -3.471 -1.550 0.1 -0.1 -0.2
H 1.593 -0.671 -0.456 0.2 0.0 -0.3
H 0.237 -1.277 -2.254 0.2 -0.1 0.0
C -0.422 -2.830 -0.959 -0.3 -0.1 0.9
C 0.226 1.025 -0.457 0.3 -0.6 0.0
H -1.447 -3.173 -1.032 -0.2 0.0 -0.5
H -0.403 1.239 -1.323 0.1 -0.2 -0.1
H 0.345 -0.846 0.695 -0.2 0.3 0.0
H 1.101 2.618 1.582 -0.2 0.2 0.2
C -0.500 1.600 0.729 -0.9 0.3 -0.1
H -1.223 -0.885 -1.589 -0.2 -0.1 0.8
H 0.995 1.088 2.100 -0.2 -0.1 0.2
```
Positions in Å, forces in eV/Å.

- Charge: +1
- Kohn-Sham gap: 0.3916 Eh
- Total energy: -253.40041 Eh
- 2S+1: 1
- HOMO level: -14.41 eV
- Structure (SMILES): CCCCC[NH3+]
- Maximum force: 1.54 eV Å⁻¹



2S+1 of number 5 (C5H14BrNOTi)? 4



Which value of total energy does entry 5 give? -3752.01851 Eh



Number 5 is which compound? C5H14BrNOTi